C19H21N3O5 | wB97M-V/def2-TZVPD

The geometry in ORCA input format:
```
! RIJCOSX wB97M-V def2-TZVPD def2/J DEFGRID3
* xyz 0 1
C -2.37 3.55 -3.26
N -1.55 4.32 -2.36
C -1.62 5.76 -2.43
C -0.77 3.70 -1.41
O -0.25 4.42 -0.55
C -0.57 2.19 -1.38
O 0.80 1.71 -1.18
C 1.44 2.02 0.07
C 0.66 1.45 1.23
C 0.09 2.30 2.18
N -0.74 1.87 3.16
C -1.04 0.57 3.18
C -0.46 -0.37 2.33
C -0.75 -1.85 2.55
C -1.45 -2.61 1.42
O -0.56 -2.96 0.34
C 0.71 -3.40 0.70
C 1.20 -3.14 1.98
C 2.50 -3.56 2.33
C 3.31 -4.25 1.42
C 2.82 -4.48 0.12
C 1.53 -4.08 -0.24
C 1.14 -4.27 -1.65
N 0.09 -3.69 -2.32
O 1.88 -4.91 -2.41
O 0.49 -2.48 2.97
C 0.41 0.09 1.33
H -3.18 4.18 -3.68
H -2.85 2.70 -2.76
H -1.78 3.20 -4.13
H -0.64 6.11 -2.81
H -2.37 6.06 -3.14
H -1.86 6.23 -1.48
H -1.25 1.81 -0.60
H -0.89 1.69 -2.30
H 1.55 3.09 0.22
H 2.47 1.60 0.12
H 0.29 3.38 2.06
H -1.68 0.20 3.99
H -1.46 -1.92 3.41
H -2.27 -1.97 1.06
H -1.90 -3.52 1.81
H 2.86 -3.32 3.33
H 4.30 -4.55 1.75
H 3.49 -4.96 -0.59
H -0.09 -4.00 -3.27
H -0.63 -3.34 -1.74
H 0.96 -0.58 0.63
*
```

HOMO level = -8.73 eV
LUMO = 0.42 eV
SMILES = CN(C)C(=O)COCc1cncc([C@H]2COc3c(cccc3C(N)=O)O2)c1
Relative energy (zero: lowest compared OMol25 entry of this formula, charge and spin) = 411.6 kJ/mol

Here are the Löwdin charges for atoms 1 to 5, given in e: -0.071 -0.163 -0.044 -0.390 0.041